(1)
DFT (ωB97M-V with the def2-TZVPD basis set) results for a molecular structure, C49H97N5O23 in a non-equilibrium geometry.

Values from the calculation:
charge = -2
LUMO = -1.263 eV

XYZ file:
```
174
Properties=species:S:1:pos:R:3:forces:R:3
C 0.9855 0.6870 10.8634 0.7 -0.1 -0.4
C 0.6990 1.8357 9.8656 0.1 2.0 -0.8
C -0.4424 2.7410 10.5421 0.0 -0.8 -1.8
C -0.7009 4.1496 9.9967 1.7 0.9 -0.3
C 0.6763 4.8214 10.0262 1.2 0.0 -0.2
C 1.8863 4.2386 9.1271 -1.0 -0.2 1.8
N 1.9952 2.7638 9.6905 4.2 -3.5 -3.1
O 3.1504 2.0618 9.3246 -5.7 3.7 2.2
C 3.1920 4.9545 9.5650 -0.2 0.3 0.0
C 1.5679 4.2143 7.5949 0.9 0.0 1.2
C 0.4240 1.4382 8.3538 -0.2 -1.2 0.5
H 1.7410 -0.0626 10.6282 0.4 0.5 -0.8
H 0.1388 0.0218 11.0332 -0.6 0.7 0.0
H 1.3394 1.1240 11.7971 -0.3 0.0 0.1
H -0.1604 2.8410 11.5903 -0.4 -0.2 0.1
H -1.3476 2.1676 10.3421 -0.1 -0.4 0.8
H -1.2907 4.7576 10.6827 -0.2 -0.4 0.3
H -1.1809 4.3566 9.0402 0.0 -1.0 -0.3
H 0.9722 4.6757 11.0651 0.5 0.2 0.2
H 0.6392 5.9041 9.9060 -0.1 0.0 -0.4
H 3.5131 4.7092 10.5774 -0.4 -0.4 0.1
H 2.9680 6.0204 9.6084 0.0 0.1 -0.3
H 4.0949 4.8266 8.9679 -0.4 -0.3 -0.5
H 1.6212 5.1719 7.0769 -0.2 0.5 0.7
H 0.5639 3.8033 7.4894 0.5 -0.1 -0.5
H 2.4239 3.6981 7.1604 -0.5 -0.8 -0.4
H 1.3744 1.2725 7.8465 0.0 -0.1 0.1
H -0.2009 2.0173 7.6739 0.1 0.8 0.7
H -0.1258 0.4978 8.3138 0.2 -0.4 0.4
C 0.4736 -3.7853 -10.6678 -0.6 -0.5 1.3
C -0.5436 -2.7846 -9.9542 0.4 1.7 -0.5
C -1.7581 -2.6249 -10.9049 -1.1 -0.2 1.0
C -2.7284 -3.8472 -10.8035 0.8 -0.3 -0.6
C -3.1354 -4.0596 -9.3568 -0.7 0.7 -1.9
C -2.0260 -4.3198 -8.3416 -2.6 1.5 0.2
N -0.9863 -3.2321 -8.5448 4.1 0.3 4.0
O -0.1579 -2.8934 -7.4615 -4.6 -1.9 -5.7
C -1.3883 -5.7238 -8.4872 0.0 -0.1 0.7
C -2.8880 -4.0260 -7.0253 2.6 -1.3 1.1
C 0.2094 -1.4094 -9.6977 0.6 -1.8 -0.2
H 1.1065 -3.3635 -11.4486 -0.3 0.6 0.2
H -0.0741 -4.6135 -11.1176 -0.1 0.1 0.0
H 1.1338 -4.2407 -9.9297 0.1 0.1 0.1
H -1.4364 -2.3028 -11.8953 0.4 -0.8 -0.2
H -2.3055 -1.7231 -10.6308 -0.3 0.0 0.6
H -2.2946 -4.7727 -11.1822 0.5 0.0 -0.2
H -3.6316 -3.7636 -11.4078 0.0 0.5 0.0
H -3.9393 -4.7935 -9.2989 0.5 -0.6 0.1
H -3.7312 -3.1618 -9.1923 0.5 0.4 1.0
H -2.0595 -6.5809 -8.4334 -0.9 0.5 0.1
H -0.7501 -5.9279 -7.6275 0.6 0.3 -0.2
H -0.8975 -5.9093 -9.4426 0.4 0.5 0.2
H -2.2251 -4.3640 -6.2288 -0.1 0.2 0.5
H -3.7655 -4.6622 -6.9101 0.0 0.0 -0.7
H -3.1522 -2.9964 -6.7841 0.2 0.1 -0.7
H -0.2469 -0.6561 -9.0555 -0.4 -0.4 -0.1
H 0.5659 -0.9560 -10.6226 -0.4 -0.1 -0.2
H 1.0951 -1.8345 -9.2254 0.3 0.9 0.4
C 0.7843 1.8573 -3.8187 1.0 1.0 -1.6
C 0.7678 1.2681 -2.4695 0.7 -0.5 0.3
C 0.1261 2.2148 -1.4958 0.1 -1.8 1.2
N 0.2949 1.6641 -0.0132 -1.3 1.4 -0.5
C -0.0504 0.1857 0.0896 0.5 0.5 -0.2
C -0.6331 2.4946 0.8770 0.5 -0.6 1.7
C -0.0300 2.3920 2.3687 0.1 -0.4 -2.0
C 1.4848 2.4889 1.9916 0.1 -0.8 0.8
C 1.6590 2.0344 0.5355 0.1 0.4 -0.3
H 1.5608 2.6060 -3.9758 -0.1 0.5 0.5
H -0.1767 2.3160 -4.0516 0.0 -0.3 -0.5
H 1.1326 1.1040 -4.5253 -0.8 -0.2 -0.3
H 1.7901 1.0383 -2.1693 0.1 -0.2 0.1
H 0.2368 0.3328 -2.6467 -0.2 -0.1 0.9
H -0.9354 2.2043 -1.7432 -0.1 0.5 0.5
H 0.5891 3.2015 -1.5111 -0.3 0.0 0.1
H -0.0819 -0.1435 1.1283 0.2 0.3 0.0
H 0.7043 -0.3754 -0.4614 -0.1 0.0 0.1
H -1.0306 0.0001 -0.3496 0.1 0.2 -0.1
H -1.6596 2.1329 0.8173 0.1 0.0 -0.3
H -0.5194 3.5163 0.5145 -0.2 0.1 0.2
H -0.3137 1.4947 2.9187 0.1 -0.4 -0.6
H -0.4589 3.1700 3.0003 0.5 0.5 -0.4
H 2.2143 1.8179 2.4451 -0.6 0.1 1.2
H 1.8257 3.5003 2.2133 0.1 0.0 -0.6
H 2.3166 1.1809 0.3701 0.0 0.0 0.3
H 2.1081 2.8909 0.0328 -0.4 -0.2 -0.7
C -9.9372 7.1072 -2.8056 -0.6 -0.2 -0.3
C -9.0545 5.9079 -3.1213 -0.2 -0.2 -1.1
C -9.0319 4.9932 -1.9135 1.4 -0.1 -0.7
N -7.9558 3.8445 -2.0513 -1.9 0.8 1.7
C -8.1135 3.0066 -3.3225 0.4 1.7 -0.1
C -8.1147 2.9832 -0.7177 0.2 0.3 -0.5
C -6.7548 3.0080 -0.0248 0.6 -0.9 -1.9
C -6.1012 4.3046 -0.5090 -0.3 1.7 1.4
C -6.5688 4.5045 -1.9319 -0.2 -2.5 -0.1
H -9.5271 7.6670 -1.9650 -0.2 0.0 0.1
H -10.9424 6.7371 -2.6037 -0.1 0.1 0.6
H -10.1406 7.8131 -3.6109 0.6 -0.1 -0.3
H -8.1159 6.2246 -3.5761 0.4 0.0 0.7
H -9.4483 5.2787 -3.9195 -0.5 0.3 -0.3
H -10.0456 4.6112 -1.7928 0.3 -0.5 0.1
H -8.7781 5.5773 -1.0289 0.2 -0.4 0.2
H -9.1581 2.9156 -3.6202 -0.1 -0.8 0.8
H -7.4708 2.1282 -3.2654 -0.5 -0.1 0.1
H -7.7576 3.6033 -4.1623 0.6 0.1 0.2
H -8.4615 1.9824 -0.9748 0.1 0.1 -0.2
H -8.8648 3.4332 -0.0673 -0.1 0.3 -0.4
H -6.1697 2.2291 -0.5138 0.1 -0.4 0.2
H -6.8324 2.7124 1.0215 0.2 0.7 0.0
H -5.0147 4.3491 -0.5840 0.1 -0.6 0.4
H -6.3408 5.1255 0.1668 -0.3 0.2 -0.1
H -5.9662 3.7218 -2.3926 0.3 0.6 -1.0
H -6.5257 5.4759 -2.4244 0.0 -0.3 0.2
C 2.8574 -5.2497 2.3235 -0.7 0.9 -1.0
C 3.7881 -6.3725 1.9665 0.8 -1.8 0.4
C 5.3130 -6.0704 1.8160 -1.4 0.8 -0.2
N 6.1496 -7.0941 0.9989 -0.3 0.0 -1.3
C 5.4533 -7.4162 -0.3648 0.2 0.2 0.8
C 6.3595 -8.3977 1.7145 -0.2 0.3 1.0
C 7.6001 -9.0838 1.1400 -0.2 -0.2 -0.4
C 8.3622 -8.0334 0.3669 -0.7 2.7 -0.3
C 7.5418 -6.6331 0.6365 1.4 -1.4 -0.8
H 1.8118 -5.5421 2.2265 0.0 -0.8 0.5
H 2.8258 -4.5559 1.4835 0.6 0.8 0.4
H 2.9751 -4.7939 3.3066 0.3 0.2 -0.3
H 3.4374 -6.8241 1.0385 -0.2 -0.1 0.1
H 3.7129 -7.0896 2.7838 -0.1 -0.6 -0.2
H 5.7018 -5.9284 2.8243 0.7 -0.2 -0.3
H 5.3074 -5.1083 1.3037 0.8 0.0 -0.3
H 4.8521 -8.3181 -0.2500 -0.4 0.5 0.2
H 6.1823 -7.6808 -1.1307 0.2 0.4 0.3
H 4.8830 -6.5266 -0.6322 0.0 -0.3 -0.2
H 5.4530 -8.9829 1.5601 0.1 0.0 0.4
H 6.4572 -8.1157 2.7628 0.0 -0.3 0.1
H 7.2133 -9.8531 0.4717 0.4 -0.2 -0.1
H 8.2975 -9.5522 1.8345 -0.6 0.0 0.4
H 8.4235 -8.2600 -0.6975 -0.2 0.1 0.0
H 9.3891 -7.8165 0.6610 -0.1 -0.4 0.3
H 7.5463 -6.0237 -0.2672 -0.4 0.0 0.1
H 8.0536 -6.0358 1.3910 -0.6 -0.2 0.5
O 3.9525 -2.2082 6.6574 -0.6 0.5 0.7
C 4.8584 -1.3139 6.1084 1.6 -0.8 -3.2
O 4.6234 -0.1357 5.9180 -1.5 1.5 1.6
O 5.8459 -1.8701 5.5482 0.3 -1.0 0.9
H 4.3345 -3.0220 6.3209 0.1 -0.3 0.2
O -2.9333 0.9396 -7.7089 2.6 -2.0 -2.0
C -3.9916 1.4289 -7.1501 -5.3 0.3 1.7
O -3.7676 2.4903 -6.5325 0.6 2.0 1.2
O -5.0920 0.9355 -7.3103 -1.9 -1.7 -0.3
H -2.6840 1.8483 -7.5254 3.9 1.3 -0.5
O 1.7919 -3.4415 -2.9040 8.1 4.7 -2.1
C 0.9258 -4.3052 -2.9273 -1.2 -11.6 -4.0
O 1.1664 -5.4283 -3.4766 -1.1 0.6 0.2
O -0.0257 -3.9287 -2.2349 -5.1 -0.7 1.8
H 1.0367 -3.2091 -2.3588 -0.7 6.9 4.1
O 5.1410 6.4374 4.6785 0.2 -0.8 -0.3
C 6.0598 5.4365 4.5062 0.6 0.4 0.9
O 6.4219 4.9856 3.4484 -0.9 0.1 -4.8
O 6.6657 4.9557 5.4350 0.6 -0.2 4.9
H 4.7412 6.4174 3.8060 -0.6 0.6 -0.5
O 2.6017 6.9658 1.1731 2.3 0.0 0.6
C 1.3323 7.0986 0.8488 -2.7 -0.2 0.4
O 0.4987 7.2742 1.6786 -2.8 1.2 4.1
O 1.0790 6.8920 -0.3399 0.2 -0.5 -3.7
H 2.6483 6.7045 0.2505 2.9 -0.7 -1.3
O -3.4017 -0.8932 5.4209 1.0 0.7 1.7
C -3.9299 -1.3511 4.3016 -3.4 -4.0 -2.9
O -4.0872 -0.4757 3.4016 0.5 0.7 -0.2
O -4.3577 -2.5383 4.2445 1.0 1.0 0.4
H -3.4198 -0.0297 5.0017 0.8 1.7 1.0
O 5.7328 -0.4030 -1.3831 -0.7 -0.3 -0.5
C 6.3269 -0.1041 -0.2193 2.5 3.0 -0.4
O 6.1950 -0.7501 0.7701 -2.4 -4.7 3.3
O 7.0887 0.8537 -0.1039 1.1 2.4 -2.1
H 5.1813 -1.1114 -1.0430 -0.6 -0.6 -0.6
```
Positions in Å, forces in eV/Å.

These are the Löwdin partial charges, in e, on atoms 1 to 2: atom 1 (C): -0.039, atom 2 (C): -0.353



(2)
DFT (ωB97M-V with the def2-TZVPD basis set) results for 8 unconnected molecules or ions with the total composition C49H98IN9O13PSi in a non-equilibrium geometry.

Values from the calculation:
charge = +1
LUMO = -2.534 eV

XYZ file:
```
172
Properties=species:S:1:pos:R:3:forces:R:3
C 3.6873 -5.7012 -1.3017 -1.1 1.1 0.2
C 3.3749 -4.1393 -1.4704 0.2 -0.9 0.1
C 2.1191 -3.9095 -2.4155 2.0 -0.1 0.9
O 2.2934 -2.6058 -3.0113 -1.1 0.4 0.2
C 1.0955 -2.1025 -3.6202 0.5 -0.8 -1.1
C 0.6535 -0.6581 -3.1963 0.8 0.3 -1.2
C 1.9854 0.2163 -3.2494 0.7 -0.7 0.3
P 2.6052 0.4104 -5.0555 -0.8 -0.6 -2.0
C 4.0193 -0.8444 -5.1580 0.3 0.5 1.6
O 3.3119 1.9363 -5.2702 0.4 -1.5 1.8
N 1.6117 1.5638 -2.7530 -0.5 0.0 -0.6
C 1.0758 1.6197 -1.3470 -0.2 1.0 2.0
C 2.2076 2.1060 -0.3278 0.3 0.1 0.2
C 3.6977 1.8019 -0.6869 1.4 0.8 0.0
O 4.3926 0.9848 0.3019 -0.1 1.2 0.1
C 5.5341 1.6284 0.7787 1.0 0.6 2.0
C 5.5805 1.8798 2.3313 -0.3 -1.5 -0.3
O 6.4754 1.9574 0.1125 -1.0 -0.3 -0.6
C 0.0643 2.8558 -1.3918 0.2 0.1 -0.1
C -1.3506 2.6836 -1.9622 -3.5 0.4 0.3
C -2.4542 3.1933 -1.1142 -0.5 -0.6 -1.4
C -3.8513 3.1553 -1.5186 1.1 -0.5 -1.4
C -4.2637 2.6132 -2.8189 2.2 -0.2 0.4
C -5.7349 2.5800 -3.3140 0.5 -0.4 0.2
C -3.1815 2.0792 -3.6712 -0.1 1.2 2.2
C -1.7850 2.1415 -3.2385 -0.8 0.4 0.5
C 0.3804 0.2330 -0.8808 0.5 0.8 -0.2
I 1.8933 -1.1630 0.0140 0.4 0.2 0.0
C -0.5216 0.6020 0.3500 -0.3 0.1 1.2
C -0.7222 -0.4937 1.4686 -0.9 0.6 0.3
O -1.9728 -0.0936 2.1378 0.3 -0.9 0.4
C -2.2098 -0.9800 3.2090 -0.6 -0.5 -0.3
C -2.9755 -2.2938 2.8387 0.5 0.6 0.0
O -1.8605 -0.7151 4.3221 0.1 -0.1 -0.7
N -0.1833 -0.4672 -1.9973 0.3 1.2 0.6
Si -1.7113 -1.3218 -1.9125 -1.3 -2.2 -1.3
C -1.4259 -3.0531 -1.0991 -0.2 0.3 0.4
C -3.2633 -0.5015 -1.2295 -0.7 0.3 1.0
C -2.2297 -1.7943 -3.7206 -0.3 0.0 0.0
H 3.2939 -6.0322 -0.3077 0.5 0.2 -1.0
H 3.0961 -6.2485 -2.0818 0.9 0.2 0.6
H 4.7741 -5.9295 -1.3228 -1.0 0.2 -0.2
H 4.2870 -3.6135 -1.8672 -1.1 -0.4 0.1
H 3.2101 -3.7444 -0.4367 0.0 -0.1 -1.0
H 1.1767 -3.9628 -1.8162 0.6 -0.1 -0.7
H 2.2033 -4.6874 -3.2188 -0.6 0.6 0.6
H 1.3397 -2.0343 -4.7303 -0.5 0.2 1.0
H 0.3299 -2.9134 -3.5534 0.1 1.1 0.1
H 0.0521 -0.2533 -4.0694 0.6 -0.6 0.7
H 2.8307 -0.2264 -2.6709 -1.0 0.4 0.1
H 4.9372 -0.3633 -5.5843 -0.9 -0.5 0.0
H 3.7028 -1.7717 -5.6888 0.2 0.9 0.2
H 4.2828 -1.1469 -4.1046 -0.2 0.1 -1.0
H 4.1735 1.9159 -4.8076 -0.1 0.5 -0.4
H 0.8321 1.8770 -3.3628 0.3 -0.2 0.2
H 2.3415 2.2741 -2.9403 -0.2 -0.4 0.4
H 2.0370 1.7151 0.7151 0.0 0.1 -1.2
H 2.1195 3.2258 -0.2068 0.1 -1.1 -0.4
H 3.9145 1.3503 -1.6858 -0.5 0.2 0.7
H 4.2624 2.7809 -0.6767 -0.7 -0.9 -0.3
H 4.5836 2.1492 2.7570 0.9 -0.1 -0.4
H 5.8504 0.8745 2.7745 -0.4 0.9 -0.3
H 6.4065 2.5705 2.6219 -0.9 -0.4 -0.6
H 0.0136 3.2564 -0.3415 -0.3 -0.4 -1.1
H 0.5955 3.6677 -1.9801 -0.4 -0.8 0.6
H -2.2550 3.6439 -0.1062 0.0 -0.6 -1.1
H -4.6220 3.5858 -0.8343 0.8 -0.5 -0.7
H -6.4543 2.6726 -2.4581 0.7 0.2 -0.8
H -5.8901 3.3987 -4.0680 0.0 -0.7 0.9
H -5.9520 1.5897 -3.7995 0.3 0.9 0.4
H -3.5000 1.6501 -4.6484 0.7 0.3 0.8
H -1.0269 1.7489 -3.9526 -0.7 0.2 0.4
H -0.0661 1.4596 0.9276 -0.2 -0.9 -0.9
H -1.5429 0.9966 0.1086 0.9 -0.6 -0.3
H 0.0527 -0.4416 2.2833 -0.4 -0.3 -1.2
H -0.9043 -1.5273 1.0905 0.6 0.8 0.1
H -2.5484 -2.7109 1.8863 -0.5 0.2 1.0
H -2.8619 -2.9892 3.7027 -0.1 0.4 -0.9
H -4.0614 -2.0832 2.6747 0.9 0.0 0.1
H -2.3830 -3.3022 -0.5521 1.0 -0.1 -0.5
H -1.2180 -3.8363 -1.8740 -0.4 0.6 0.6
H -0.5641 -3.0611 -0.3850 -0.8 -0.1 -0.4
H -3.4312 -0.7705 -0.1434 0.3 0.5 -1.0
H -3.3070 0.6091 -1.3390 0.1 -0.9 0.2
H -4.1724 -0.9031 -1.7650 1.1 0.2 0.3
H -3.3522 -1.9153 -3.7515 1.1 0.2 0.2
H -1.9929 -0.9879 -4.4609 -0.1 -0.8 0.4
H -1.8277 -2.8042 -4.0130 -0.2 1.1 0.0
C -7.7964 5.6561 -4.4084 -0.1 0.2 -0.2
O -6.7449 5.5180 -3.8069 0.0 0.1 -0.1
N -7.9695 6.4240 -5.5066 -0.1 -0.3 0.3
C -9.2539 6.5401 -6.1702 0.2 0.1 -0.1
C -6.8331 7.1556 -6.0381 0.1 -0.1 0.2
H -8.7195 5.1455 -4.0882 0.0 0.0 0.0
H -9.1571 6.1953 -7.2021 -0.2 0.0 0.0
H -9.5673 7.5862 -6.1645 -0.1 -0.1 -0.1
H -10.0081 5.9394 -5.6630 0.1 0.0 0.0
H -6.0431 6.4508 -6.3043 0.1 0.1 0.0
H -6.4513 7.8339 -5.2728 0.1 0.0 -0.1
H -7.1270 7.7253 -6.9180 -0.1 -0.1 0.1
C 5.1545 0.5761 6.1152 0.0 0.2 0.1
O 4.6161 -0.2230 5.3691 -0.1 0.1 0.0
N 4.5459 1.6306 6.7038 0.4 -0.2 -0.1
C 5.2580 2.5389 7.5828 -0.3 0.0 0.0
C 3.1354 1.8602 6.4480 0.1 -0.3 -0.1
H 6.2227 0.4935 6.3757 0.0 0.1 0.1
H 4.7885 2.5255 8.5687 0.1 0.1 0.0
H 5.2092 3.5494 7.1706 0.1 0.0 0.1
H 6.3023 2.2441 7.6812 -0.1 0.0 -0.1
H 2.5674 0.9845 6.7672 -0.1 0.1 -0.1
H 2.9842 2.0033 5.3757 -0.1 0.0 0.0
H 2.7882 2.7394 6.9879 0.1 -0.1 0.0
C 5.8089 -8.2235 0.1333 0.2 -0.1 0.1
O 4.7883 -7.5853 0.3147 0.4 -0.3 0.4
N 7.0175 -7.9300 0.6682 -0.2 -0.2 -0.3
C 8.1922 -8.7386 0.4061 0.0 0.2 0.2
C 7.1398 -6.7690 1.5315 -0.3 0.0 -0.1
H 5.8256 -9.1222 -0.5049 0.1 0.0 0.0
H 8.5756 -9.1314 1.3504 0.1 -0.1 -0.1
H 8.9571 -8.1182 -0.0666 0.1 -0.2 0.0
H 7.9504 -9.5709 -0.2540 -0.1 0.1 0.0
H 6.4694 -6.8826 2.3856 0.1 0.1 0.0
H 6.8486 -5.8747 0.9769 0.0 0.1 0.1
H 8.1650 -6.6638 1.8825 0.0 -0.1 -0.1
C -2.0544 -5.4141 -5.6912 0.0 0.0 -0.1
O -2.0903 -5.7415 -4.5204 0.3 0.1 0.0
N -0.9286 -5.2796 -6.4341 -0.4 0.1 0.0
C -0.9695 -4.8839 -7.8286 0.2 -0.1 0.2
C 0.3564 -5.5399 -5.8141 -0.2 -0.1 0.2
H -2.9734 -5.1916 -6.2583 0.0 0.0 -0.1
H -0.5191 -5.6702 -8.4383 0.0 0.1 -0.1
H -0.4049 -3.9570 -7.9557 0.0 0.0 -0.2
H -1.9961 -4.7234 -8.1559 0.0 0.0 0.1
H 0.3737 -6.5674 -5.4459 0.2 0.1 0.1
H 0.4877 -4.8626 -4.9672 0.1 -0.1 0.0
H 1.1636 -5.3929 -6.5303 -0.1 0.0 0.0
C 2.2151 -0.8756 9.2566 0.0 -0.1 0.0
O 1.7919 -0.0070 9.9942 -0.1 -0.1 -0.1
N 1.5482 -2.0016 8.9091 0.3 0.2 -0.1
C 2.1229 -2.9926 8.0210 -0.2 0.0 0.2
C 0.2163 -2.2210 9.4434 0.1 0.3 0.1
H 3.2163 -0.8074 8.7968 0.0 -0.1 -0.1
H 1.4835 -3.1005 7.1417 0.1 -0.1 -0.1
H 2.1862 -3.9498 8.5441 0.1 -0.1 -0.2
H 3.1210 -2.6944 7.7010 -0.1 0.1 0.0
H -0.4341 -1.3984 9.1399 -0.1 -0.1 0.1
H 0.2643 -2.2426 10.5338 -0.2 0.0 0.0
H -0.1889 -3.1628 9.0763 0.1 0.0 0.0
C -1.7724 8.9785 -0.4232 0.0 0.0 0.0
O -2.3214 9.7817 -1.1466 0.0 -0.2 -0.1
N -1.8081 7.6301 -0.5845 0.2 0.2 0.2
C -1.1270 6.7305 0.3204 -0.2 0.0 -0.3
C -2.5540 7.0763 -1.7009 0.0 0.3 0.0
H -1.1807 9.2942 0.4527 0.0 -0.1 0.0
H -0.3946 6.1419 -0.2412 0.1 -0.1 0.1
H -1.8585 6.0593 0.7788 0.1 -0.1 0.1
H -0.6124 7.2852 1.1046 -0.1 0.0 -0.1
H -2.1443 7.4665 -2.6347 -0.1 -0.1 -0.1
H -3.5985 7.3833 -1.6216 0.0 -0.1 -0.2
H -2.4908 5.9886 -1.6990 0.0 0.1 0.1
C -4.1509 2.1106 7.1093 0.0 -0.1 0.0
O -4.5749 3.0061 7.8118 -0.1 -0.1 0.0
N -4.8210 0.9718 6.8060 0.2 0.1 -0.1
C -4.2470 -0.0534 5.9578 -0.3 0.2 0.3
C -6.1532 0.7764 7.3485 0.1 0.3 0.1
H -3.1503 2.1586 6.6473 0.0 -0.1 0.0
H -4.8885 -0.1935 5.0827 0.1 -0.1 -0.1
H -4.1862 -0.9893 6.5190 0.1 -0.1 -0.2
H -3.2521 0.2291 5.6286 -0.1 0.1 0.1
H -6.8022 1.5876 7.0128 -0.1 -0.1 0.1
H -6.1055 0.7977 8.4389 -0.2 0.0 0.0
H -6.5605 -0.1784 7.0188 0.1 0.0 0.0
```
Positions in Å, forces in eV/Å.

These are the Löwdin partial charges, in e, on atoms 1 to 2: atom 1 (C): -0.102, atom 2 (C): -0.223



(3)
DFT (ωB97M-V with the def2-TZVPD basis set) results for a molecular structure, C4BCsO8 in a non-equilibrium geometry.

Values from the calculation:
LUMO = -1.608 eV

XYZ file:
```
14
Properties=species:S:1:pos:R:3:forces:R:3
Cs 2.5389 2.4284 4.5408 -0.2 -0.1 -0.3
O 0.4720 -3.0793 -1.9341 -1.6 1.4 1.3
C -0.1010 -2.1610 -1.3505 1.4 -2.7 -2.3
O 0.5320 -1.1902 -0.7844 0.9 1.5 1.0
B -0.3754 -0.1246 -0.3308 -0.7 -1.4 -1.1
O -1.7262 -0.6896 -0.6802 0.5 1.5 0.6
C -1.5930 -1.8354 -1.3043 -2.1 -1.7 -1.8
O -2.4920 -2.4722 -1.8461 1.8 1.2 1.4
O -0.0025 1.1658 -0.9356 1.0 1.1 0.3
C 0.6428 1.9204 -0.0250 -0.7 2.2 -1.1
O 1.2197 3.0056 -0.1398 -1.2 -3.0 -0.1
C 0.3427 1.2653 1.3097 1.3 -1.6 1.6
O -0.2264 0.0704 1.0940 0.6 2.3 1.8
O 0.7684 1.6965 2.3862 -1.0 -0.7 -1.1
```
Positions in Å, forces in eV/Å.

These are the Löwdin partial charges, in e, on atoms 1 to 2: atom 1 (Cs): 1.075, atom 2 (O): 0.120